{
  "formula": "C16H25ClORe",
  "method": "ωB97M-V/def2-TZVPD",
  "elements": ["Re", "Cl", "O", "C", "C", "C", "C", "C", "C", "C", "C", "C", "C", "C", "C", "C", "C", "C", "C", "H", "H", "H", "H", "H", "H", "H", "H", "H", "H", "H", "H", "H", "H", "H", "H", "H", "H", "H", "H", "H", "H", "H", "H", "H"],
  "coordinates": [[1.525233, 0.208803, 0.381224], [-2.615789, 0.932718, -0.303732], [1.927743, -3.329828, -0.430364], [0.048497, 0.088645, 2.030074], [1.119177, 1.658642, -1.397804], [4.323140, -3.290447, -0.210479], [2.230193, -0.808539, 2.076950], [0.774439, 0.343972, -1.895160], [0.820043, -1.131003, 1.928116], [2.323573, 0.624832, 2.256335], [-4.067284, 3.117422, 0.079597], [-4.694387, 1.671894, -1.779174], [2.509904, 1.628734, -1.016835], [-5.139955, 0.977915, 0.591500], [3.058765, -4.096217, -0.044156], [0.984972, 1.183819, 2.180157], [-4.166285, 1.667514, -0.353436], [3.018661, 0.282323, -1.260329], [1.926335, -0.507848, -1.784349], [-6.112924, 1.478146, 0.474643], [0.468223, 2.530327, -1.377380], [-4.034103, 2.284550, -2.403307], [-1.046740, 0.157070, 2.038374], [-3.401383, 3.663295, -0.592387], [3.141273, 2.437157, -0.686477], [0.712455, 2.231804, 2.231943], [3.066925, -1.496731, 2.040770], [3.113645, -4.993709, -0.672961], [-0.211223, 0.051973, -2.280468], [-5.075095, 3.549250, 0.010074], [0.429911, -2.118840, 1.716948], [3.246344, 1.149902, 2.450208], [2.945979, -4.384665, 1.005254], [4.030296, -0.056427, -1.109112], [-3.727636, 3.181040, 1.115135], [5.178791, -3.926926, 0.037113], [1.990462, -1.565946, -1.983969], [-4.806878, 1.117100, 1.626730], [1.124175, -3.859408, -0.318879], [4.447043, -2.944546, -1.241542], [-4.785744, 0.650605, -2.151610], [-5.687071, 2.140565, -1.757147], [-5.248319, -0.075523, 0.324493], [4.334619, -2.423415, 0.455418]],
  "atomic_forces_ev_per_a": [[-1.35, -0.46, -6.86], [2.37, -1.17, 0.15], [-0.80, 0.81, -0.03], [0.54, -0.32, 1.16], [0.70, -0.56, -0.32], [0.02, -0.02, -0.16], [-0.63, 0.13, 1.84], [0.25, 0.26, 0.47], [0.09, 0.25, 1.26], [-0.03, -0.32, 1.92], [0.08, 0.20, 0.09], [-0.02, -0.13, 0.04], [0.29, -0.71, -0.85], [0.01, -0.06, -0.13], [0.39, -0.61, 0.13], [-0.29, -0.36, 1.64], [-2.76, 1.65, -0.06], [-0.97, 0.68, -0.54], [0.36, 1.05, 0.16], [0.26, -0.26, 0.11], [0.10, -0.28, 0.12], [-0.18, -0.30, -0.11], [0.53, 0.08, -0.47], [-0.02, 0.12, 0.20], [-0.17, 0.23, 0.06], [0.12, -0.11, 0.10], [-0.16, 0.02, -0.01], [0.00, 0.07, 0.24], [0.45, 0.12, 0.36], [0.35, 0.02, 0.08], [0.02, 0.10, 0.05], [-0.02, 0.20, -0.12], [0.07, -0.22, -0.07], [0.11, -0.01, 0.04], [0.06, 0.20, -0.07], [-0.09, 0.21, -0.02], [-0.13, -0.11, -0.09], [-0.14, -0.30, -0.15], [0.32, -0.02, -0.15], [-0.01, -0.08, 0.08], [0.01, 0.14, -0.23], [0.24, -0.18, -0.16], [-0.05, 0.04, 0.27], [0.08, 0.02, 0.02]],
  "total_charge": 2,
  "molar_mass_g_mol": 455.03,
  "lumo_energy_ev": [-6.946, -10.747],
  "multiplicity": 4,
  "total_energy_ha": -1237.66210,
  "max_force_ev_per_a": 7.01
}